Entry 1:
Computed, not measured: C44H78F36N10O27S12 as an isolated structure in a non-equilibrium geometry, with ωB97M-V with the def2-TZVPD basis set.

Results
- E (eV) = -344911.815
- multiplicity = 1
- net charge = -2
- gap between HOMO and LUMO (eV) = 5.05
- max |F| (hartree/bohr) = 0.1733
- HOMO (eV) = -3.542

Structure (XYZ):
```
207
Properties=species:S:1:pos:R:3:mulliken_charge:R:1
C -1.4405 -3.4888 4.8369 -1.36
C -2.6626 -4.3915 4.4418 -0.44
N -3.4982 -3.9598 3.1831 1.15
C -4.4345 -2.8535 3.7650 -1.20
C -2.7212 -3.3246 2.0193 -0.26
C -3.6248 -3.0095 0.8167 -1.18
C -4.3219 -5.1621 2.6144 -0.62
C -4.8378 -6.2041 3.6465 -1.13
O -5.5609 -5.6436 4.6934 -0.26
C -6.1598 -6.6041 5.5429 -0.84
H -0.9535 -3.9374 5.7028 0.53
H -1.8588 -2.5016 5.0330 0.04
H -0.6369 -3.5022 4.1006 0.35
H -3.4714 -4.4123 5.1723 0.31
H -2.3284 -5.4076 4.2320 0.54
H -5.1187 -3.3391 4.4608 0.44
H -5.0696 -2.3720 3.0214 0.43
H -3.9363 -2.0973 4.3717 0.24
H -1.9825 -4.0820 1.7573 0.49
H -2.1225 -2.5518 2.5015 0.08
H -4.0697 -3.8844 0.3426 0.39
H -2.9993 -2.6527 -0.0016 0.17
H -4.4030 -2.2597 0.9590 0.26
H -3.5701 -5.6432 1.9888 0.38
H -5.1064 -4.6893 2.0236 0.50
H -3.9753 -6.7444 4.0367 0.39
H -5.3657 -7.0301 3.1699 0.63
H -6.6709 -6.1851 6.4097 0.24
H -5.4506 -7.3225 5.9541 0.31
H -6.8572 -7.0509 4.8343 0.36
C 2.4912 -4.4082 -7.9526 -1.18
C 3.3403 -3.3183 -7.1928 -0.60
N 3.2142 -3.2976 -5.6513 0.44
C 3.3881 -4.6886 -5.0454 -0.98
C 4.3308 -2.3604 -5.0730 -0.62
C 4.1387 -1.8402 -3.6205 -0.71
C 1.7559 -2.8262 -5.2255 0.20
C 1.4312 -1.3664 -5.5865 -1.00
O 1.2913 -1.1828 -6.9548 -0.36
C 0.6474 0.0777 -7.3493 -0.93
H 1.4682 -4.4741 -7.5822 0.26
H 2.9788 -5.3825 -7.9840 0.27
H 2.4457 -4.0943 -8.9955 0.42
H 3.1646 -2.3044 -7.5522 0.52
H 4.4065 -3.5022 -7.3249 0.58
H 2.6037 -5.3227 -5.4585 0.11
H 3.5602 -4.6663 -3.9693 0.37
H 4.2782 -5.1191 -5.5042 0.40
H 4.1907 -1.5975 -5.8389 0.50
H 5.3143 -2.7538 -5.3299 0.50
H 4.9415 -1.1979 -3.2585 0.56
H 4.1836 -2.6576 -2.9008 0.25
H 3.2104 -1.2766 -3.5279 -0.17
H 1.5523 -3.0045 -4.1696 0.10
H 1.0244 -3.4891 -5.6876 0.18
H 2.0943 -0.5935 -5.1977 0.24
H 0.4050 -1.1887 -5.2648 0.52
H 1.0532 0.9564 -6.8480 0.37
H -0.4394 0.0860 -7.2667 0.33
H 1.0527 0.1865 -8.3553 0.35
C 7.4320 2.2797 5.6842 -1.33
C 6.6725 3.0175 4.5579 -0.65
N 5.7629 2.0868 3.6794 0.85
C 4.7970 1.4089 4.5878 -0.53
C 5.0093 2.8834 2.6155 -0.06
C 3.9371 3.8710 3.0744 -1.00
C 6.6098 0.9845 2.9836 -0.14
C 7.7802 1.4296 2.0387 -0.94
O 7.2744 2.1886 0.9836 -0.27
C 7.2366 1.5643 -0.3030 -0.63
H 8.1394 2.9743 6.1371 0.47
H 8.0255 1.4949 5.2153 0.32
H 6.7942 1.9629 6.5094 0.30
H 7.3189 3.4664 3.8037 0.63
H 6.0427 3.7502 5.0625 0.41
H 3.8755 1.0441 4.1340 -0.42
H 4.6777 2.0903 5.4301 0.36
H 5.3566 0.5496 4.9571 0.55
H 4.6268 2.1435 1.9124 0.05
H 5.8355 3.4613 2.2011 0.46
H 3.5473 4.4429 2.2323 0.17
H 4.3849 4.6145 3.7337 0.63
H 3.0726 3.5082 3.6304 -0.11
H 5.8512 0.5224 2.3519 -0.25
H 6.9159 0.2856 3.7619 0.70
H 8.4641 0.6776 1.6451 0.46
H 8.4213 2.0137 2.6990 0.33
H 6.5174 0.7454 -0.2853 0.09
H 8.1699 1.1432 -0.6767 0.36
H 6.8070 2.2958 -0.9873 0.30
C 0.1522 -0.2083 -2.2546 -1.68
C -0.5972 0.3916 -1.0634 0.34
C 0.2927 1.0951 -0.0305 -0.59
N -0.3880 1.6012 1.2498 1.08
C -1.5599 2.5095 0.8721 -1.20
C 0.7832 2.2837 2.0325 0.83
C 1.2444 1.2870 2.9907 1.12
C -0.1184 0.7640 3.5431 -1.14
C -0.8625 0.5675 2.2017 0.15
H 0.5495 -1.1988 -2.0330 0.50
H 0.8997 0.4768 -2.6545 0.31
H -0.6074 -0.3518 -3.0231 0.44
H -1.2370 -0.3844 -0.6432 0.24
H -1.3762 1.0609 -1.4283 -0.09
H 0.6840 1.9931 -0.5085 0.81
H 1.1444 0.4708 0.2397 -0.18
H -2.3260 1.8196 0.5182 0.29
H -1.1172 3.1622 0.1198 0.19
H -1.8739 3.0735 1.7504 0.60
H 0.3515 3.1398 2.5511 -0.72
H 1.5367 2.6418 1.3311 0.10
H 1.8464 1.7148 3.7924 0.49
H 1.7814 0.4482 2.5480 -1.41
H -0.6075 1.5079 4.1720 0.38
H -0.0314 -0.1639 4.1083 0.45
H -1.9462 0.5419 2.3161 -0.24
H -0.6226 -0.3808 1.7207 -0.10
C -0.7383 3.8170 -3.5999 0.59
F 0.0868 2.9505 -2.9289 -0.19
F -1.3845 4.5909 -2.7329 -0.09
F -0.0198 4.5391 -4.4285 -0.24
S -1.9700 2.6947 -4.4359 0.67
O -1.2848 1.5959 -5.1292 -0.46
O -2.8015 2.1527 -3.3707 -0.53
N -2.7347 3.9666 -5.3469 -0.41
S -2.5315 3.4585 -6.8206 1.13
O -1.1379 3.5551 -7.3593 -0.67
O -3.1823 2.1933 -7.0425 -0.67
C -3.5430 4.7836 -7.8005 0.45
F -4.8361 4.7632 -7.3981 -0.17
F -2.9065 5.9761 -7.5870 -0.22
F -3.4220 4.5073 -9.1416 -0.22
C 0.7853 5.0822 5.5503 0.50
F 2.1206 5.2694 5.5625 -0.23
F 0.4926 3.7587 5.4165 -0.14
F 0.1480 5.5909 6.6238 -0.19
S 0.0817 6.0542 3.9946 0.81
O -1.2748 5.5758 3.8822 -0.51
O 0.1414 7.4671 4.4194 -0.61
N 1.1365 5.6280 2.6526 0.02
S 0.4027 6.2966 1.5451 0.59
O -0.8498 5.6895 1.0269 -0.43
O 0.5590 7.7472 1.6271 -0.65
C 1.5953 5.9480 0.0208 0.43
F 2.7237 6.6630 0.2646 -0.26
F 1.8003 4.5798 -0.0254 -0.13
F 1.0226 6.4373 -1.1100 -0.22
C -4.2366 4.6230 -0.5312 0.39
F -4.0166 4.6592 0.7419 -0.09
F -3.6089 5.6127 -1.1502 -0.23
F -3.8075 3.3877 -1.0523 -0.04
S -6.1374 4.8457 -0.8309 0.96
O -6.7776 3.5393 -0.7295 -0.58
O -6.4951 5.7653 0.2492 -0.68
N -6.1657 5.4926 -2.4433 -0.24
S -7.6410 5.8246 -2.6056 0.99
O -8.4747 4.6275 -2.8033 -0.68
O -8.2018 6.8288 -1.6819 -0.67
C -7.6106 6.7150 -4.3451 0.59
F -7.0937 5.9525 -5.2960 -0.24
F -8.7776 6.9874 -4.7420 -0.22
F -6.8789 7.8105 -4.2405 -0.25
C 1.2960 -7.7928 -5.5886 0.68
F 2.2602 -7.3929 -6.4917 -0.21
F 1.1987 -9.1204 -5.6796 -0.25
F 1.6797 -7.4565 -4.3141 -0.19
S -0.3951 -6.9638 -5.9903 0.93
O -0.2387 -6.5511 -7.3830 -0.64
O -1.3992 -7.9971 -5.7821 -0.59
N -0.3584 -5.5662 -5.0061 -0.25
S -1.0833 -5.9574 -3.6359 0.95
O -2.5648 -5.7031 -3.6718 -0.67
O -0.5919 -7.1657 -3.0050 -0.64
C -0.4045 -4.5636 -2.4843 0.53
F -0.6712 -3.3869 -3.0659 -0.14
F -0.9017 -4.7311 -1.2364 -0.09
F 0.9085 -4.7549 -2.4316 -0.23
C 4.5803 -1.4954 0.7124 0.22
F 4.6203 -1.9556 -0.5054 -0.11
F 5.5928 -1.8941 1.3941 -0.24
F 4.4544 -0.1973 0.7022 -0.13
S 3.0577 -2.2442 1.5549 0.62
O 1.8979 -1.5528 0.9728 -0.32
O 3.2062 -3.7151 1.3463 -0.59
N 3.3273 -1.6189 3.1872 0.09
S 3.1485 -2.7998 4.0113 0.66
O 1.9128 -3.5174 3.8369 -0.55
O 4.4248 -3.5814 4.0426 -0.68
C 2.9235 -2.0364 5.7390 0.48
F 2.0387 -1.0095 5.7304 -0.11
F 2.5994 -3.0052 6.6475 -0.21
F 4.1909 -1.5161 6.0918 -0.25
C -3.6832 0.7445 5.6547 0.47
F -2.7174 -0.0049 5.1590 -0.04
F -4.6276 -0.0190 6.2067 -0.25
F -3.2102 1.5243 6.6875 -0.26
S -4.4011 1.7557 4.0885 0.51
O -5.3524 2.6879 4.6891 -0.57
O -3.2381 2.3841 3.5166 -0.33
N -5.1277 0.5402 3.0441 -0.06
S -5.5675 1.2616 1.8263 1.05
O -5.9439 2.6296 1.9226 -0.62
O -4.7449 0.9874 0.6776 -0.53
C -7.2754 0.3747 1.5717 0.34
F -7.1217 -0.9979 1.5232 -0.23
F -7.9898 0.7200 2.5851 -0.25
F -7.9233 0.8007 0.5320 -0.16
```

Entry 2:
Computed, not measured: C44H80BBr16NO5 as an isolated structure in a non-equilibrium geometry, with ωB97M-V with the def2-TZVPD basis set.

Results
- E (eV) = -1180006.507
- multiplicity = 1
- gap between HOMO and LUMO (eV) = 8.50
- max |F| (hartree/bohr) = 0.1323
- HOMO (eV) = -8.316

Structure (XYZ):
```
147
Properties=species:S:1:pos:R:3:mulliken_charge:R:1
C -1.4668 -1.6515 5.4373 -1.12
C -1.4824 -1.5919 4.0803 0.37
C -2.4947 -0.6716 3.3055 -0.10
C -1.8734 -0.3597 1.8841 -0.01
O -1.4381 1.0095 1.6558 -0.64
C -1.2474 1.1600 0.2429 -1.17
O 0.0282 1.6294 -0.2086 -0.51
B -0.1597 3.0908 -0.3774 0.35
O -0.1848 3.9277 0.8588 -0.26
O -0.3698 3.6756 -1.6393 -0.67
C -1.8378 -0.1308 -0.4928 3.35
C -0.6261 -1.1661 -0.7073 -0.08
C -0.9491 -2.6381 -0.2448 -0.04
C -0.0455 -3.7267 -0.9837 -0.09
C 1.3654 -3.9032 -0.2821 -0.86
C 2.4640 -4.0980 -1.4058 -0.47
C 3.5641 -2.9497 -1.3761 -0.61
C 3.1838 -1.7412 -2.3141 0.20
C 3.0823 -2.1216 -3.8536 -0.76
C 2.0100 -1.1875 -4.5422 0.12
C 1.5037 -1.6976 -5.9482 -0.84
C 0.7328 -3.0770 -5.9148 -0.42
O -0.7019 -2.8805 -5.9560 -0.47
C -1.1850 -2.8936 -4.5983 0.35
C -2.3210 0.0974 -1.9826 -0.82
C -3.5743 1.0261 -2.1910 -0.88
C -4.9797 0.3183 -2.1488 -0.75
C -5.0341 -1.0925 -2.7979 0.31
C -5.6499 -1.2069 -4.1356 -0.74
C -5.7689 -2.5050 -4.7821 -0.56
C -5.2790 -3.7324 -4.1420 -0.51
C -4.6511 -3.6376 -2.8350 -0.63
C -4.5677 -2.3287 -2.2030 0.41
C -2.8569 -0.5362 0.6331 0.11
N -3.9584 0.3773 0.9970 -0.43
H -0.5802 -2.1404 5.9139 -0.05
H -2.3233 -1.2554 6.0289 0.41
H -0.7110 -2.2127 3.5594 0.15
H -3.4901 -1.1871 3.2310 0.06
H -2.6678 0.2824 3.8638 0.24
H -0.9403 -0.9769 1.8987 -0.32
H -1.9664 2.0199 0.0232 0.09
H -1.1470 4.1260 0.9487 0.30
H -1.2050 4.1801 -1.5203 0.14
H -0.3742 -1.2261 -1.8013 -0.72
H 0.3093 -0.8395 -0.1841 0.29
H -0.7040 -2.7623 0.8509 -0.20
H -2.0139 -2.9541 -0.3730 0.02
H -0.5817 -4.7097 -0.8439 0.41
H 0.0153 -3.4577 -2.0645 -0.41
H 1.3529 -4.8546 0.3208 0.38
H 1.6057 -3.0862 0.4491 0.41
H 3.0265 -5.0654 -1.2553 0.46
H 1.9761 -4.1965 -2.4110 0.23
H 3.5622 -2.5647 -0.3137 0.41
H 4.5920 -3.3725 -1.5567 -0.03
H 4.0205 -0.9903 -2.2135 0.45
H 2.2585 -1.2164 -1.9602 -0.48
H 2.8848 -3.2070 -4.0313 0.44
H 4.0856 -1.9049 -4.3201 0.33
H 1.1517 -0.9452 -3.8511 -0.36
H 2.5243 -0.2007 -4.7273 0.39
H 2.4091 -1.7909 -6.6030 0.41
H 0.7948 -0.9529 -6.3948 0.37
H 0.9745 -3.6224 -6.8729 0.32
H 1.0477 -3.7563 -5.0808 0.28
H -1.5120 -3.9163 -4.2710 0.13
H -0.3637 -2.5109 -3.9430 -0.30
H -2.0538 -2.1900 -4.4627 -0.03
H -1.4593 0.6207 -2.4964 0.56
H -2.3990 -0.8976 -2.4935 -0.06
H -3.4731 1.4769 -3.2207 0.55
H -3.5025 1.9077 -1.4903 0.08
H -5.6832 0.9669 -2.7473 0.55
H -5.4437 0.2407 -1.1342 0.09
H -6.0605 -0.3004 -4.6438 0.28
H -6.2555 -2.6252 -5.7721 0.35
H -5.3855 -4.7220 -4.6325 0.35
H -4.2276 -4.5099 -2.2786 0.39
H -4.0936 -2.2705 -1.1946 0.40
H -3.2412 -1.5899 0.6752 0.29
H -3.9338 1.2571 0.4893 0.31
H -4.8659 -0.0789 0.9359 0.27
Br 7.7296 -2.2623 -2.1653 -0.12
C 7.9383 -3.1017 -0.4207 -0.60
C 8.4604 -4.5092 -0.5477 -0.56
Br 7.0592 -5.7353 -1.1206 -0.14
H 6.9718 -3.0458 0.0758 0.33
H 8.6524 -2.4747 0.1126 0.37
H 8.7886 -4.8851 0.4210 0.34
H 9.2745 -4.6012 -1.2632 0.37
Br 1.2231 4.4881 6.9917 -0.18
C 1.0090 3.8409 5.1652 -0.43
C -0.2568 4.3739 4.5379 0.13
Br -1.8246 3.4275 5.2014 -0.13
H 1.0438 2.7544 5.2075 0.46
H 1.8841 4.2062 4.6317 0.03
H -0.2539 4.2002 3.4621 -0.39
H -0.4214 5.4323 4.7300 0.49
Br -1.7320 7.4759 8.0107 -0.14
C -1.8627 6.0716 9.3538 -0.60
C -2.4672 4.8168 8.7800 0.00
Br -4.3974 4.9863 8.5770 -0.15
H -2.4313 6.4810 10.1858 0.42
H -0.8373 5.8892 9.6747 0.33
H -2.3258 3.9776 9.4608 0.35
H -2.0675 4.5570 7.8022 -0.23
Br 3.9477 4.7019 1.0424 -0.16
C 3.8037 3.3093 2.3960 0.02
C 3.1904 2.0591 1.8207 -0.80
Br 1.2524 2.2416 1.5991 0.27
H 3.2345 3.7255 3.2214 -0.28
H 4.8269 3.1234 2.7244 0.43
H 3.3229 1.2194 2.5050 0.30
H 3.5942 1.7936 0.8456 0.39
Br 1.0316 7.5440 -1.5424 -0.13
C 0.8213 6.8795 -3.3613 -0.17
C -0.4405 7.4049 -3.9929 -0.57
Br -2.0160 6.4690 -3.3290 -0.17
H 0.8568 5.7934 -3.3086 0.19
H 1.6957 7.2410 -3.8982 0.08
H -0.4362 7.2227 -5.0674 0.34
H -0.6023 8.4648 -3.8093 0.40
Br -5.5882 -2.7254 2.0649 -0.13
C -4.8635 -4.4649 2.5606 -0.59
C -5.0837 -4.7546 4.0230 -0.60
Br -3.8285 -3.7746 5.1513 -0.07
H -3.8130 -4.4658 2.2763 0.30
H -5.4039 -5.1818 1.9430 0.45
H -4.8914 -5.8057 4.2371 0.36
H -6.0841 -4.4961 4.3631 0.36
Br 3.0304 -2.0076 5.0936 -0.10
C 2.4674 -2.9708 6.6905 -0.58
C 2.4492 -4.4596 6.4557 -0.56
Br 0.8903 -4.9937 5.4178 -0.13
H 1.4975 -2.5703 6.9767 0.30
H 3.2020 -2.7121 7.4526 0.36
H 2.3595 -4.9955 7.4002 0.34
H 3.3248 -4.8202 5.9206 0.36
Br 2.7236 7.9401 -6.6597 -0.13
C 4.4495 7.0578 -6.4594 -0.59
C 4.2847 5.5875 -6.1742 -0.57
Br 3.7607 5.2783 -4.3241 -0.10
H 4.9879 7.5882 -5.6771 0.36
H 4.9577 7.2089 -7.4114 0.36
H 5.2341 5.0657 -6.2915 0.33
H 3.5338 5.1107 -6.8003 0.38
```